# 1
C29H44BrN3OsP2 | ωB97M-V/def2-TZVPD

Last column: Löwdin charge in e.
Positions of all 80 atoms, in Å:
C: -5.757395 -2.482307 -1.179188  0.08
C: -4.690177 -1.721096 -1.699199  -0.17
C: -4.870807 -0.332216 -1.884894  0.04
C: -6.091535 0.255318 -1.496878  0.00
N: -7.048000 -0.483147 -0.947689  0.32
C: -6.929336 -1.804902 -0.837680  0.02
C: -3.351213 -2.140348 -2.012995  0.11
C: -2.252078 -2.044871 -2.566031  0.11
C: -0.878273 -1.685108 -2.596318  -0.19
C: 0.053011 -2.098684 -1.526954  -0.23
C: 1.492987 -2.033834 -1.869822  -0.42
C: 1.795536 -0.924178 -2.753074  -0.62
C: 0.934165 -0.573411 -3.801659  -0.02
C: -0.379234 -1.059027 -3.731950  0.01
Os: 1.200599 -0.688408 -0.538503  1.30
P: -0.308906 -0.271270 1.082510  0.80
H: -4.058570 0.296293 -2.272127  0.14
H: -5.618738 -3.537056 -0.986240  0.15
H: -6.234485 1.341948 -1.633679  0.17
H: -7.776278 -2.340529 -0.425988  0.17
H: -1.068332 -0.865306 -4.563990  0.15
H: -0.357947 -2.900282 -0.919265  0.12
H: 1.374676 -0.040761 -4.637800  0.14
H: 2.187029 -2.841105 -1.720487  0.11
C: 0.302484 0.189615 2.758603  -0.37
C: -0.655649 0.830603 3.754937  -0.10
H: 1.182225 0.827254 2.603542  0.06
H: 0.684843 -0.754598 3.171953  0.09
H: -0.099122 1.069147 4.668264  0.11
H: -1.116593 1.759199 3.406125  0.08
H: -1.447979 0.139633 4.050045  0.07
C: -1.685146 0.894366 0.638883  -0.35
C: -3.056428 0.730186 1.305852  -0.11
H: -1.788636 0.811742 -0.458218  0.07
H: -1.277656 1.895155 0.849294  0.05
H: -3.687981 1.579110 1.006726  0.09
H: -3.577787 -0.186382 0.992103  0.07
H: -2.993086 0.759595 2.402080  0.07
C: -1.206844 -1.872785 1.259955  -0.38
C: -1.927059 -2.131336 2.570698  -0.10
H: -0.443764 -2.656417 1.121726  0.07
H: -1.907226 -1.931831 0.411639  0.07
H: -2.399387 -3.117750 2.514205  0.10
H: -1.236151 -2.132922 3.416613  0.09
H: -2.724668 -1.411490 2.757146  0.06
Br: 3.608892 -0.021442 -2.567433  0.84
P: 1.726548 2.478766 -0.547190  1.04
C: 0.885144 3.308593 0.804930  -0.40
C: 1.602832 4.589224 1.178915  -0.10
H: 0.848321 2.580201 1.634415  0.06
H: -0.147782 3.477854 0.469431  0.09
H: 1.001808 5.092791 1.938321  0.11
H: 2.588172 4.364540 1.592816  0.08
H: 1.721870 5.257024 0.318803  0.08
C: 3.520526 2.502457 -0.268612  -0.41
C: 4.259819 3.418631 -1.221623  -0.12
H: 3.872822 1.457541 -0.403758  0.01
H: 3.686869 2.766882 0.788337  0.10
H: 5.328863 3.297755 -1.039830  0.11
H: 4.021504 3.185551 -2.258893  0.07
H: 4.018153 4.463692 -1.042707  0.08
C: 0.932351 2.938670 -2.106761  -0.38
C: 0.949046 4.444237 -2.304371  -0.11
H: -0.090896 2.517971 -2.101628  0.09
H: 1.509500 2.402627 -2.876165  0.07
H: 0.598700 4.634642 -3.323199  0.10
H: 0.292084 4.952542 -1.586054  0.09
H: 1.965589 4.855382 -2.220678  0.08
C: 3.702998 -5.263939 1.428164  0.03
N: 3.415084 -3.836773 1.399285  -0.09
C: 3.953597 -2.840584 2.210954  0.03
C: 3.408503 -1.653598 1.775160  -0.07
N: 2.526802 -1.942570 0.714454  -0.10
C: 2.516754 -3.267535 0.572934  -0.15
H: 4.791974 -5.439880 1.406990  0.13
H: 3.289276 -5.702298 2.346134  0.12
H: 3.224087 -5.717561 0.548141  0.11
H: 4.638002 -3.078900 3.013076  0.15
H: 3.568321 -0.662397 2.175283  0.11
H: 1.958778 -3.875904 -0.129908  0.14

Forces on the atoms, in the same order (eV/Å):
1.0 1.0 -0.2
-0.5 0.7 0.3
-0.8 -0.2 0.6
-0.1 1.6 -0.2
3.1 -1.7 -1.4
-1.4 -0.2 0.7
1.1 0.1 -1.6
-1.3 0.1 2.5
0.9 -0.4 -0.6
-0.7 -1.0 -2.6
-0.4 -2.5 -2.6
1.2 0.5 0.9
-0.2 -0.5 0.5
-0.3 0.9 -0.9
3.3 5.2 2.4
-3.4 0.2 1.9
-0.7 -0.2 0.1
-0.5 -0.1 0.0
-0.2 -0.6 0.1
-0.1 -0.1 0.1
0.4 -0.1 0.3
0.4 0.0 0.0
-0.5 0.2 -0.1
0.3 0.0 0.1
0.8 -0.3 -0.2
-0.4 0.1 0.2
-0.1 -0.1 0.1
0.1 0.1 -0.1
0.0 0.0 -0.2
0.1 -0.1 -0.1
0.1 0.1 -0.1
0.5 0.3 -0.4
-0.1 0.1 0.2
0.1 0.1 0.3
-0.3 -0.3 -0.1
0.2 -0.2 0.0
0.3 0.2 0.2
-0.1 -0.1 -0.4
0.4 -0.2 0.0
-0.3 -0.1 0.2
-0.3 0.1 0.0
0.3 0.0 0.1
0.1 0.1 0.1
-0.2 -0.1 0.0
0.2 -0.1 0.1
-1.7 -1.5 -0.5
-1.0 -2.8 0.6
-0.4 -0.6 0.0
0.1 0.4 0.2
0.0 0.5 -0.1
0.3 0.1 0.1
0.2 0.1 0.0
-0.1 0.2 0.1
0.0 -0.1 0.2
0.1 -0.7 0.0
0.3 0.4 0.0
-0.2 0.7 0.2
-0.2 0.0 -0.3
0.0 0.0 -0.2
0.2 0.0 -0.1
0.0 0.1 0.0
0.7 -0.5 -0.2
0.0 0.4 -0.3
0.5 0.1 0.2
-0.2 0.2 0.0
0.0 0.2 0.2
0.2 -0.1 -0.3
-0.4 -0.1 -0.1
0.2 -0.7 0.2
-0.7 1.1 0.1
-0.7 0.2 -0.9
-0.1 -1.1 0.0
-0.3 0.7 0.5
1.5 -0.6 0.5
-0.5 0.2 -0.1
0.1 0.1 -0.3
0.3 0.0 0.4
0.0 0.1 -0.2
0.0 -0.1 -0.2
0.1 0.2 0.2

## Properties
Net charge: +4
Energy relative to the best compared isomer or geometry (same formula, charge and spin), kcal/mol: 0.0
2S+1: 5
E_tot, eV: -126297.47086
Gap between HOMO and LUMO (alpha / beta), Ha: 0.221 / 0.185

# 2
C29H44Cl3FN2O8PSTi | ωB97M-V/def2-TZVPD

Last column: Löwdin charge in e.
Positions of all 90 atoms, in Å:
Ti: -0.186435 -0.465575 -0.876673  1.03
N: 2.391998 0.346857 2.126153  0.01
C: 3.385546 1.136704 2.839665  -0.28
C: 2.736324 2.328965 3.534945  -0.20
C: 2.136984 3.384663 2.590287  -0.20
C: 0.625599 3.306058 2.396147  -0.28
N: 0.252128 2.229833 1.478852  0.01
H: 1.726217 -0.103481 2.743000  0.08
H: 2.802275 -0.345203 1.513947  0.06
H: 4.098547 1.502344 2.096814  0.10
H: 3.954846 0.560306 3.583620  0.10
H: 3.499201 2.796577 4.164325  0.10
H: 1.958068 1.963474 4.215595  0.11
H: 2.617906 3.305052 1.609317  0.10
H: 2.372618 4.381622 2.975774  0.10
H: 0.279002 4.273337 2.006174  0.08
H: 0.141947 3.185901 3.374422  0.11
H: -0.480551 1.653793 1.877980  0.05
H: 1.048778 1.599043 1.385833  0.02
Cl: 4.615498 -0.483418 -2.414739  0.64
C: 3.272084 0.673445 -2.558307  -1.47
Cl: 2.089964 0.078680 -3.712647  0.68
Cl: 3.899980 2.238722 -3.135686  0.61
C: 2.694486 0.853088 -1.122127  -0.76
O: 3.285149 1.571857 -0.355921  0.04
O: 1.617556 0.189852 -0.886157  -0.20
C: -4.289545 -5.572836 0.451252  -0.05
C: -3.513721 -4.417428 1.022213  -0.26
C: -2.207754 -4.576418 1.462332  -0.01
C: -1.436533 -3.487364 1.849724  -0.21
C: -0.038507 -3.720688 2.361476  -0.03
C: -1.999642 -2.210519 1.812311  -0.07
C: -3.346075 -2.038326 1.482798  -0.20
C: -4.031140 -0.699632 1.549180  -0.03
C: -4.075268 -3.148700 1.080768  0.00
C: -1.109180 -1.013736 1.967311  -0.54
O: -1.165267 -0.247766 2.907283  0.09
O: -0.227280 -0.856152 0.990651  -0.16
H: -4.398159 -5.454028 -0.628395  0.08
H: -5.292892 -5.634544 0.876286  0.07
H: -3.780235 -6.519425 0.632348  0.07
H: -1.766431 -5.567990 1.484254  0.12
H: 0.528205 -4.371138 1.693598  0.08
H: -0.079567 -4.201785 3.341666  0.09
H: 0.520435 -2.794346 2.482562  0.06
H: -3.337183 0.115804 1.730445  0.06
H: -4.754233 -0.701226 2.368749  0.09
H: -4.566633 -0.494307 0.621826  0.09
H: -5.105695 -3.007446 0.769968  0.12
F: 5.624237 -4.319866 -0.666530  0.03
C: 4.351267 -3.861010 -0.809630  -0.31
C: 3.732706 -3.982226 -2.033254  -0.04
C: 2.435512 -3.502129 -2.167818  -0.05
C: 1.748743 -2.927205 -1.099219  -0.28
C: 0.323925 -2.517648 -1.256708  -0.13
C: 2.425770 -2.818661 0.117707  -0.06
C: 3.724935 -3.279633 0.274474  -0.01
H: 4.259435 -4.433164 -2.863407  0.11
H: 1.931566 -3.598361 -3.122091  0.12
H: -0.060423 -2.779461 -2.239406  0.06
H: -0.310773 -2.992114 -0.502777  0.07
H: 1.919553 -2.359537 0.957760  0.08
H: 4.244125 -3.204745 1.220828  0.12
O: -0.826591 -0.418907 -2.738384  -0.48
S: -2.284154 -0.811356 -2.390142  0.37
O: -3.223344 0.136020 -2.914695  -0.29
O: -2.111075 -0.608424 -0.842878  -0.40
O: -2.529382 -2.191695 -2.683340  -0.28
C: -3.232019 2.599163 -0.512270  -0.14
C: -1.945682 3.411221 -0.644033  -0.40
P: -0.602372 2.468242 -1.459136  0.99
C: -1.049593 2.593843 -3.241530  -0.40
C: -1.289620 3.962277 -3.871036  -0.15
C: 0.857736 3.590246 -1.381108  -0.39
C: 0.597853 5.079796 -1.155946  -0.14
H: -4.052220 3.228382 -0.159270  0.07
H: -3.103623 1.782779 0.198326  0.05
H: -3.531596 2.143966 -1.457545  0.06
H: -1.572595 3.689974 0.342446  0.06
H: -2.127716 4.334201 -1.199533  0.06
H: -1.920505 1.952859 -3.389495  0.05
H: -0.231427 2.087870 -3.764444  0.06
H: -2.080419 4.522554 -3.368837  0.06
H: -1.598772 3.840386 -4.911952  0.07
H: -0.390138 4.580013 -3.872875  0.06
H: 1.411369 3.432642 -2.312502  0.05
H: 1.495004 3.224261 -0.577766  0.04
H: -0.065372 5.517918 -1.901099  0.05
H: 1.540535 5.631841 -1.185790  0.07
H: 0.151693 5.253229 -0.176337  0.05

Forces on the atoms, in the same order (eV/Å):
0.7 0.0 0.4
0.2 -0.1 0.2
-0.1 -0.1 0.0
0.0 0.0 0.0
0.0 0.1 0.1
0.0 0.0 -0.1
-0.2 0.1 0.1
0.0 0.0 0.0
0.0 0.0 0.0
0.0 0.0 0.0
0.0 0.0 0.0
0.0 0.0 0.0
0.0 0.0 0.0
0.0 0.0 0.0
0.0 0.0 0.0
0.0 0.0 0.0
0.0 0.0 0.0
0.0 0.0 0.1
0.0 -0.1 0.0
0.0 0.0 0.0
0.3 0.1 -0.2
0.0 -0.1 0.0
0.0 -0.1 0.0
-0.4 0.2 0.3
0.2 -0.1 -0.2
0.3 -0.1 -0.3
0.0 0.0 0.1
0.0 0.0 0.0
0.0 0.0 0.0
0.0 0.0 0.1
0.0 0.0 0.0
0.1 -0.1 -0.3
0.0 0.0 0.1
0.0 0.0 0.0
0.0 0.0 0.0
0.1 0.1 0.1
-0.1 -0.1 0.0
-0.2 0.3 0.0
0.0 0.0 0.0
0.0 0.0 0.0
0.0 0.0 0.0
0.0 0.0 0.0
0.0 0.0 0.0
0.0 0.0 0.0
0.0 0.0 0.0
0.0 0.0 0.0
0.0 0.0 0.0
0.0 0.0 0.0
0.0 0.0 0.0
0.0 0.0 0.0
0.1 0.0 0.0
-0.1 0.1 0.0
0.1 -0.1 -0.1
-0.2 -0.1 0.0
0.1 0.2 0.1
0.1 0.1 0.0
-0.1 0.0 0.0
0.0 0.0 0.0
0.0 0.0 0.0
0.0 0.0 0.0
0.0 0.0 0.0
0.0 0.0 -0.1
0.0 0.0 0.0
-0.5 -0.2 -0.2
0.1 0.2 0.3
0.0 0.1 0.0
-0.3 -0.3 -0.6
-0.1 0.0 0.0
0.0 0.0 0.0
-0.1 0.1 0.1
0.0 -0.2 0.0
0.0 -0.1 -0.1
0.0 0.0 0.0
0.1 0.1 0.1
0.0 0.0 0.0
0.0 0.0 0.0
0.0 0.0 0.0
0.0 0.0 0.0
0.0 0.0 0.0
0.0 0.0 0.0
0.0 0.0 0.0
0.0 0.0 0.0
0.0 0.0 0.0
0.0 0.0 0.0
0.0 0.0 0.0
0.0 0.0 0.0
0.0 0.0 0.0
0.0 0.0 0.0
0.0 0.0 0.0
0.0 0.0 0.0

## Properties
Net charge: -1
E_tot, eV: -133679.69533
Gap between HOMO and LUMO, Ha: 0.293

# 3
C29H44ClN5O2S2Sn | ωB97M-V/def2-TZVPD

Last column: Löwdin charge in e.
Positions of all 84 atoms, in Å:
Sn: -0.392184 -1.228429 0.014038  0.57
Cl: -1.817226 0.511490 -0.930229  -0.24
C: -1.559729 -5.358841 -0.594832  -0.07
C: -0.694047 -3.305082 -0.702123  -0.34
N: -1.839104 -4.027399 -0.770495  -0.04
H: 0.384561 -6.352041 -0.351513  0.11
N: 0.305372 -4.218773 -0.637383  -0.04
H: -2.321619 -6.117187 -0.564979  0.11
C: -3.190147 -3.468286 -0.951683  -0.57
C: -4.175672 -4.607018 -1.121065  -0.06
C: -3.570225 -2.626579 0.255730  -0.05
H: -4.248531 -5.223239 -0.219411  0.09
H: -5.163251 -4.171548 -1.311386  0.08
H: -3.916694 -5.230118 -1.983511  0.08
H: -4.244243 -2.260292 -2.344052  0.08
H: -2.901988 -3.180285 -3.073680  0.08
H: -3.025855 -1.673782 0.279312  0.01
C: -3.208903 -2.596325 -2.197696  -0.06
H: -3.383396 -3.173616 1.183347  0.06
H: -4.640072 -2.387297 0.176221  0.09
H: -2.579078 -1.707399 -2.085518  0.00
C: -0.224104 -5.476163 -0.491956  -0.08
C: 1.978941 -3.760990 1.049657  -0.03
H: 1.681091 -4.666986 1.593883  0.08
H: 3.045880 -3.563591 1.223266  0.09
C: 1.739884 -3.936695 -0.446628  -0.58
H: 3.247975 -2.751601 -1.364371  0.07
C: 2.543166 -5.114026 -0.973104  -0.07
H: 2.302525 -5.308388 -2.023745  0.09
H: 1.396159 -2.922434 1.457973  0.04
H: 1.961955 -1.751807 -0.710503  -0.03
H: 2.402749 -6.023049 -0.382729  0.07
H: 3.603762 -4.844505 -0.917487  0.08
C: 2.157765 -2.702075 -1.236182  -0.14
H: 1.695989 -2.685909 -2.229275  0.08
C: 0.885874 7.410634 -1.406702  -0.07
N: 0.305743 6.156152 -1.491377  -0.06
H: 3.022312 7.939938 -1.499779  0.09
N: 2.418438 5.859878 -1.661523  -0.06
H: 0.326872 8.317779 -1.281939  0.09
C: -1.120384 5.810771 -1.457761  -0.60
C: -1.945597 7.061642 -1.281733  -0.07
C: -1.459865 5.106454 -2.763893  -0.05
H: -1.801574 7.755660 -2.117769  0.08
H: -3.002098 6.773622 -1.262352  0.09
H: -1.715784 7.564342 -0.335564  0.08
H: -2.393742 4.563076 -0.265552  0.09
H: -1.048860 5.293289 0.643919  0.09
H: -0.866092 4.193268 -2.881334  0.08
C: -1.331028 4.832980 -0.310584  -0.04
H: -1.279513 5.770026 -3.618128  0.08
H: -2.523453 4.837405 -2.753593  0.09
H: -0.746314 3.918880 -0.461877  0.08
C: 2.224382 7.222972 -1.515486  -0.07
C: 3.616505 4.408363 -3.177026  -0.06
H: 3.540645 5.125888 -4.002930  0.08
H: 4.538021 3.827918 -3.309560  0.08
C: 3.682456 5.135648 -1.841407  -0.60
H: 4.698915 3.522501 -0.860910  0.08
C: 4.841541 6.100819 -1.803608  -0.08
H: 4.899477 6.620878 -0.840821  0.08
H: 2.759833 3.726413 -3.209492  0.08
H: 2.919844 3.425654 -0.750196  0.08
H: 4.781787 6.830129 -2.619397  0.08
H: 5.766015 5.527435 -1.932795  0.08
C: 3.778920 4.104650 -0.727187  -0.05
H: 3.823012 4.599708 0.250209  0.09
C: 1.244450 5.208761 -1.638483  -0.01
O: -0.578122 -5.779008 2.665566  -0.36
S: -1.571036 -4.760079 2.946439  0.62
O: -2.963276 -5.091514 2.712256  -0.36
N: -1.200956 -3.308041 2.224425  -0.18
C: -0.884850 -2.349978 3.105068  -0.86
S: -0.549656 -0.780413 2.551832  0.43
C: -0.862014 -2.791329 4.493685  -0.27
C: -0.436881 -2.125361 5.650356  -0.07
C: -0.489483 -2.797284 6.873460  -0.14
C: -0.977069 -4.113292 6.946829  -0.16
C: -1.378707 -4.793559 5.785255  -0.09
C: -1.303985 -4.118795 4.572146  -0.27
H: -0.067928 -1.102999 5.548021  0.08
H: -0.145253 -2.293820 7.775036  0.08
H: -1.034793 -4.618157 7.910458  0.07
H: -1.748431 -5.819637 5.807909  0.10

Forces on the atoms, in the same order (eV/Å):
2.1 0.9 0.0
-1.2 0.7 -0.4
-0.1 -0.6 -0.1
-0.7 0.8 -1.6
-0.4 -0.4 0.2
-0.2 0.1 0.1
0.6 -0.3 0.5
0.2 0.0 0.1
0.4 0.3 0.1
-0.4 -0.1 0.0
-0.4 0.1 0.3
0.0 0.1 -0.1
0.1 -0.1 0.1
0.0 0.0 0.1
0.2 0.1 -0.1
0.0 0.2 0.1
-0.2 -0.3 0.1
-0.2 0.0 -0.3
-0.1 0.2 -0.1
0.2 0.1 0.1
-0.1 -0.3 -0.1
-0.1 -0.7 -0.2
0.2 0.1 0.3
0.0 0.2 -0.1
-0.1 0.0 0.0
-0.4 0.2 0.2
-0.1 0.0 -0.1
0.4 -0.2 -0.1
0.0 -0.1 0.1
0.2 -0.2 -0.1
-0.1 -0.6 -0.4
0.0 0.1 -0.1
-0.1 -0.1 0.0
0.7 0.2 0.0
0.0 0.1 0.2
0.2 0.1 0.0
0.8 0.5 0.0
0.0 0.1 0.0
-0.5 0.7 0.1
0.0 0.1 0.0
0.3 -0.6 0.0
-0.4 0.2 0.0
-0.4 0.0 -0.3
0.0 0.0 0.1
0.1 0.1 0.0
0.0 0.0 -0.1
0.2 0.0 0.1
0.0 -0.1 -0.1
-0.1 0.3 0.1
-0.4 -0.1 0.3
0.0 -0.1 0.1
0.2 0.0 -0.1
-0.1 0.2 0.0
-0.1 0.2 0.0
0.3 -0.1 -0.4
0.0 -0.1 0.1
-0.1 0.0 0.0
-0.5 -0.4 0.0
-0.1 0.0 0.1
0.4 0.1 0.0
0.0 0.0 -0.2
0.2 0.2 0.1
0.2 0.2 0.0
0.0 0.0 0.1
-0.1 0.1 0.0
0.4 -0.2 0.3
-0.1 -0.1 -0.1
-0.2 -1.3 -0.3
-0.3 -0.5 -0.3
1.0 3.0 0.6
-0.1 -0.6 -0.2
-0.6 -1.8 -0.4
0.0 -1.1 1.7
-0.1 1.1 0.9
0.1 0.9 -1.8
0.0 -0.1 1.0
0.1 0.8 -0.9
-0.3 -0.8 0.1
0.1 0.5 -0.3
-0.3 -1.5 0.9
-0.1 -0.3 0.2
-0.1 -0.1 -0.1
0.0 0.1 -0.1
0.1 0.2 0.1

## Properties
Net charge: -2
E_tot, eV: -82355.30623
Gap between HOMO and LUMO (alpha / beta), Ha: 0.096 / 0.053

Look up the E_tot of the second one.
-133679.69533 eV